Entry 1:
{"formula": "C39H40GeN5O3RuS", "method": "ωB97M-V with the def2-TZVPD basis set", "species": ["Ru", "C", "N", "C", "C", "N", "C", "C", "C", "C", "C", "C", "N", "C", "N", "C", "C", "C", "C", "C", "C", "N", "H", "H", "H", "H", "H", "H", "H", "H", "H", "H", "H", "H", "H", "H", "H", "C", "S", "C", "O", "H", "H", "H", "H", "H", "H", "O", "C", "O", "C", "C", "Ge", "C", "C", "C", "C", "C", "C", "C", "C", "C", "C", "C", "C", "C", "C", "C", "C", "C", "C", "H", "H", "H", "H", "H", "H", "H", "H", "H", "H", "H", "H", "H", "H", "H", "H", "H", "H", "H"], "positions_angstrom": [[0.2056, -2.5710, -0.6538], [0.4965, -2.8367, -3.8450], [1.2224, -3.3336, -2.6424], [1.1853, -4.8271, -2.4802], [0.3159, -5.2125, -1.3337], [-0.0036, -4.4167, -0.2662], [-0.6676, -5.2045, 0.6916], [-1.3108, -4.8293, 1.8941], [-1.9142, -5.8418, 2.5956], [-2.0084, -7.1438, 2.1041], [-1.4901, -7.5279, 0.8756], [-0.8113, -6.5090, 0.1711], [-0.0972, -6.4806, -1.0585], [-0.8801, -2.5237, -3.3606], [-1.3089, -2.5851, -2.0720], [-2.6870, -2.2065, -2.0682], [-3.5307, -1.8233, -1.0099], [-4.6848, -1.1207, -1.4129], [-5.0467, -0.9344, -2.7136], [-4.2221, -1.2772, -3.7660], [-3.0372, -1.8710, -3.4168], [-1.8756, -2.0834, -4.1613], [0.4058, -3.6629, -4.5751], [0.9625, -1.9629, -4.3148], [2.2026, -3.1487, -2.8781], [2.1715, -5.2853, -2.4206], [0.7085, -5.2805, -3.3940], [-1.2510, -3.8365, 2.2669], [-2.3950, -5.5677, 3.5417], [-2.5271, -7.9026, 2.7344], [-1.5652, -8.5405, 0.5153], [0.0064, -7.2345, -1.7417], [-3.3065, -1.9765, 0.0418], [-5.3361, -0.7041, -0.5965], [-6.0167, -0.4574, -2.8172], [-4.5260, -1.1591, -4.8041], [-1.7407, -1.8319, -5.1452], [3.7976, -1.2518, 1.9284], [2.8062, -2.7785, 1.7456], [4.1063, -3.7648, 0.9861], [1.9816, -2.2259, 0.5538], [4.7343, -1.4406, 2.4285], [3.3026, -0.5324, 2.6142], [3.9622, -0.7435, 0.9242], [4.9276, -3.7515, 1.6757], [4.3884, -3.4253, -0.0340], [3.7443, -4.8174, 0.9555], [0.8164, -0.8441, -1.5898], [0.2433, -0.0031, -0.8009], [-0.3987, -0.4489, 0.2149], [0.4016, 1.4564, -1.2424], [-0.6562, 2.3880, -0.6447], [0.0778, 3.7713, 0.5995], [2.0129, 3.8968, 0.4372], [2.5745, 4.7393, -0.5255], [3.9451, 4.9295, -0.5318], [4.8179, 4.2268, 0.3371], [4.2155, 3.4121, 1.3308], [2.8414, 3.1957, 1.3803], [-0.4864, 3.0712, 2.3453], [-0.0905, 1.8186, 2.8570], [-0.3644, 1.4911, 4.2144], [-1.1692, 2.3480, 4.9754], [-1.7086, 3.5079, 4.3930], [-1.3931, 3.8394, 3.0800], [-0.7354, 5.5347, 0.2933], [0.0317, 6.6426, 0.7706], [-0.2318, 7.9450, 0.3046], [-1.3522, 8.1948, -0.4925], [-2.2009, 7.1472, -0.7673], [-1.8758, 5.8235, -0.4403], [0.4270, 1.5100, -2.3258], [1.4263, 1.7849, -0.9650], [-1.3246, 1.8621, -0.0173], [-1.2371, 2.8873, -1.4592], [1.9557, 5.3480, -1.1351], [4.3778, 5.6392, -1.2423], [5.9061, 4.3824, 0.3323], [4.7587, 2.9115, 2.1601], [2.3840, 2.5226, 2.1314], [0.3240, 1.0641, 2.2052], [-0.0428, 0.5465, 4.6287], [-1.5073, 2.1034, 5.9704], [-2.3889, 4.1670, 4.9801], [-1.8394, 4.7354, 2.6315], [0.9169, 6.5207, 1.4228], [0.3968, 8.7731, 0.6547], [-1.5744, 9.2212, -0.7823], [-3.1600, 7.3990, -1.2383], [-2.5069, 4.9808, -0.7120]], "forces_ev_per_a": [[0.591, 2.961, 0.155], [-0.866, -0.974, 0.759], [1.919, -1.050, -1.184], [-1.603, 0.124, -1.582], [-0.452, -1.393, 2.832], [0.163, -2.921, -0.884], [-1.101, -0.217, -0.288], [1.065, -0.873, -1.102], [-0.596, 0.664, 0.543], [-0.464, -1.280, 0.290], [0.545, 0.971, -0.007], [0.734, 0.312, 0.098], [-0.226, 0.794, -0.643], [-1.995, 0.934, 0.758], [-0.010, -0.218, -1.220], [0.546, 1.016, -0.503], [-0.225, 0.385, -1.102], [0.473, -0.608, 3.157], [-0.796, 0.610, -0.665], [-0.772, -0.216, -0.527], [1.292, -0.338, 1.348], [0.611, -0.411, -0.322], [0.179, 0.532, -0.030], [0.077, -0.224, 0.363], [-0.252, 0.316, 0.680], [0.110, 0.239, 0.306], [0.496, 0.256, 0.669], [-0.018, 0.706, 0.256], [0.226, -0.372, -0.343], [0.480, 0.673, -0.681], [-0.045, -0.070, -0.089], [-0.160, 0.185, 0.575], [0.113, 0.006, -0.240], [0.619, -0.641, -0.999], [0.196, -0.045, -0.662], [0.143, 0.214, 0.214], [-0.242, -0.324, 0.573], [-0.118, 1.093, 0.207], [0.782, 1.918, -1.397], [-0.794, -1.108, -0.522], [-0.914, -0.943, -0.213], [0.445, -0.400, -0.039], [-0.220, -0.569, -0.577], [-0.353, -1.060, 1.132], [0.611, 0.063, 0.246], [-0.264, 0.101, 0.839], [0.184, 0.686, -0.112], [-0.189, -0.097, 0.366], [-0.501, 0.329, 0.386], [1.122, 0.862, -1.894], [0.117, -0.057, 1.019], [0.464, 1.599, -1.203], [-0.436, -1.893, 0.057], [0.090, -0.526, 0.949], [0.579, -0.466, 1.647], [1.675, -0.292, -0.200], [-1.340, 0.177, 0.626], [0.347, -0.538, 0.364], [-0.820, 0.952, -1.252], [-0.426, -0.134, -0.034], [-0.328, 0.481, 1.203], [-0.642, 0.666, -1.110], [-0.281, 0.474, -0.731], [-0.360, -0.013, 0.490], [0.402, 0.456, 0.369], [-0.417, -0.034, -0.404], [0.909, 0.708, -0.179], [-0.731, 1.215, -0.306], [2.553, 1.424, 1.628], [-1.883, -0.836, -0.728], [0.692, -1.216, 0.804], [-0.188, -0.332, -0.151], [-0.361, -0.406, 0.075], [-0.854, -0.693, 0.502], [0.347, -0.480, 0.595], [-0.472, 0.332, -0.755], [-0.096, -0.278, 0.189], [-0.673, -0.024, -0.103], [0.189, 0.495, -0.962], [0.395, 0.662, -0.437], [0.523, 0.037, -0.014], [0.043, -0.055, -0.030], [0.358, -0.150, 0.186], [0.575, -0.716, -0.533], [0.248, -0.227, 0.284], [-0.713, -0.190, -0.248], [-0.268, -0.371, -0.274], [-0.047, -0.337, -0.060], [0.380, -0.387, 0.049], [-0.096, 0.378, -0.250]], "multiplicity": 5, "homo_ev": [-14.84, -14.83], "total_energy_ha": -4578.6667, "s_squared": 6.0305, "lumo_energy_ha": [-0.26247, -0.40812], "orbital_gap_ha": [0.2830, 0.1370], "max_force_ev_per_a": 3.35, "total_charge": 3}

=====

Entry 2:
{"formula": "C39H40I2N3O8RhS2Te", "method": "ωB97M-V with the def2-TZVPD basis set", "species": ["Rh", "I", "C", "C", "C", "I", "C", "O", "C", "C", "N", "C", "C", "C", "C", "C", "C", "N", "C", "H", "H", "H", "H", "H", "H", "H", "H", "H", "H", "H", "O", "S", "O", "O", "C", "C", "C", "C", "C", "C", "S", "O", "O", "O", "H", "H", "H", "H", "C", "C", "O", "N", "Te", "C", "C", "C", "C", "C", "C", "C", "C", "C", "C", "C", "C", "C", "C", "C", "C", "C", "C", "H", "H", "H", "H", "H", "H", "H", "H", "H", "H", "H", "H", "H", "H", "H", "H", "H", "H", "H", "H", "H", "H", "H", "H", "H"], "positions_angstrom": [[-0.4995, -0.6907, 1.3524], [-8.0913, -0.3124, 3.3685], [-6.1649, -0.2885, 2.5767], [-5.7232, 0.8069, 1.8591], [-4.4511, 0.7887, 1.3171], [-3.8318, 2.4908, 0.2951], [-3.5720, -0.3025, 1.4342], [-2.4394, -0.2905, 0.7870], [-4.0397, -1.3788, 2.2256], [-3.1546, -2.5342, 2.5879], [-2.1381, -2.8130, 1.5919], [-1.3931, -4.0059, 1.9063], [-0.0680, -4.0278, 1.1867], [0.8263, -5.0757, 1.4001], [2.0296, -5.0793, 0.7241], [2.3062, -4.0362, -0.1529], [1.3705, -3.0337, -0.2843], [0.2020, -3.0190, 0.3668], [-5.3177, -1.3683, 2.7623], [-6.3528, 1.6743, 1.7215], [-3.7846, -3.4190, 2.7922], [-2.6167, -2.2955, 3.5127], [-2.5180, -2.8447, 0.6535], [-1.9361, -4.9388, 1.6673], [-1.2053, -4.0157, 2.9841], [0.5715, -5.8545, 2.1055], [2.7537, -5.8643, 0.8920], [3.2443, -3.9656, -0.6799], [1.5707, -2.1747, -0.9143], [-5.6417, -2.2231, 3.3411], [0.3392, -1.0499, 5.7620], [0.5959, -0.9776, 4.3467], [1.0744, 0.2991, 3.8665], [-0.5116, -1.5113, 3.5125], [1.8967, -2.1671, 4.0073], [1.9103, -3.2746, 4.8444], [2.8568, -4.2756, 4.7053], [3.8139, -4.1674, 3.7137], [3.7932, -3.0748, 2.8605], [2.8348, -2.0710, 2.9848], [2.9805, -0.7631, 1.7435], [3.4834, 0.4339, 2.3636], [3.8343, -1.3237, 0.7157], [1.6160, -0.5764, 1.1675], [1.1749, -3.3201, 5.6355], [2.8510, -5.1242, 5.3776], [4.5759, -4.9282, 3.5949], [4.5173, -2.9893, 2.0662], [0.5958, 2.9689, 2.5174], [-0.5332, 2.0033, 2.4209], [-1.4751, 1.9066, 3.1704], [-0.5218, 1.1612, 1.2708], [0.4973, 0.9503, -1.0071], [1.9462, 1.8204, -2.3261], [1.9145, 1.6362, -3.7089], [0.9072, 0.7671, -4.4041], [2.8860, 2.2676, -4.4848], [3.8784, 3.0521, -3.9252], [4.9117, 3.7277, -4.7812], [3.9113, 3.1844, -2.5430], [2.9669, 2.5749, -1.7265], [3.0673, 2.7571, -0.2421], [-1.1332, 1.6502, -2.1301], [-1.2787, 3.0192, -2.3475], [-0.4204, 4.0450, -1.6676], [-2.2897, 3.4507, -3.2036], [-3.1703, 2.5582, -3.7970], [-4.3003, 3.0397, -4.6601], [-3.0192, 1.2060, -3.5286], [-2.0068, 0.7248, -2.7051], [-1.8601, -0.7598, -2.5391], [0.4398, 3.6250, 3.3711], [0.6605, 3.5559, 1.6018], [1.5213, 2.4050, 2.6397], [0.7148, -0.1512, -3.8445], [1.2813, 0.4863, -5.3882], [-0.0505, 1.2733, -4.5321], [2.8666, 2.1254, -5.5595], [4.7565, 3.5053, -5.8360], [5.9172, 3.4030, -4.5122], [4.8762, 4.8108, -4.6567], [4.6973, 3.7702, -2.0822], [3.9856, 3.2832, 0.0116], [3.0790, 1.8144, 0.3051], [2.2294, 3.3414, 0.1429], [-0.2904, 3.8108, -0.6078], [-0.8916, 5.0248, -1.7337], [0.5731, 4.1137, -2.1155], [-2.4139, 4.5138, -3.3744], [-4.2403, 4.1138, -4.8248], [-5.2578, 2.8255, -4.1834], [-4.2986, 2.5458, -5.6318], [-3.7121, 0.4967, -3.9669], [-2.8024, -1.2494, -2.7805], [-1.5928, -1.0509, -1.5255], [-1.0948, -1.1518, -3.2166]], "forces_ev_per_a": [[-1.070, 0.404, -0.186], [-0.110, -0.002, 0.054], [0.167, -0.084, -0.042], [-0.048, 0.038, 0.003], [-0.241, 0.196, -0.011], [0.069, 0.040, -0.145], [0.000, -0.048, 0.093], [-0.047, -0.421, -0.100], [-0.012, -0.034, 0.081], [0.016, -0.049, 0.113], [0.262, -0.248, 0.069], [0.090, -0.053, -0.070], [0.063, -0.187, 0.096], [-0.037, 0.069, -0.084], [-0.055, 0.133, -0.053], [-0.067, -0.123, 0.102], [-0.043, 0.150, -0.159], [0.127, 0.014, 0.102], [-0.016, 0.093, -0.035], [-0.019, -0.003, 0.007], [0.037, 0.102, -0.050], [-0.072, -0.034, -0.060], [0.003, 0.070, 0.020], [0.024, 0.104, 0.058], [0.035, 0.053, -0.049], [0.001, -0.061, 0.039], [0.031, -0.057, 0.010], [0.061, 0.000, -0.036], [0.010, -0.038, 0.033], [-0.041, -0.034, 0.037], [-0.157, -0.373, 0.004], [0.380, 0.695, -0.175], [-0.071, -0.200, 0.155], [-0.123, 0.160, -0.113], [-0.120, 0.063, 0.191], [0.020, -0.121, 0.161], [-0.071, 0.022, 0.040], [0.059, 0.088, -0.112], [0.010, -0.090, 0.018], [0.249, -0.031, -0.254], [-0.040, 0.148, 0.042], [0.049, -0.062, 0.050], [0.098, -0.061, -0.024], [0.062, -0.406, 0.279], [-0.032, 0.020, 0.023], [-0.008, -0.007, 0.016], [0.000, 0.006, -0.010], [0.052, 0.023, -0.060], [0.073, 0.193, 0.176], [0.264, -0.445, -0.691], [0.138, 0.002, -0.193], [-0.222, -0.044, 0.594], [0.303, 0.168, 0.037], [0.152, 0.038, 0.082], [0.108, 0.045, 0.037], [-0.055, -0.087, -0.047], [-0.040, -0.025, -0.027], [0.011, 0.005, 0.029], [0.026, 0.025, -0.040], [-0.065, -0.060, 0.001], [-0.006, 0.029, -0.210], [0.016, 0.044, 0.115], [0.084, 0.113, 0.094], [-0.205, 0.067, -0.118], [0.041, 0.112, 0.084], [-0.009, -0.058, 0.116], [0.027, 0.029, 0.080], [-0.031, 0.028, -0.016], [0.056, -0.088, 0.062], [-0.030, 0.109, -0.150], [-0.089, -0.140, 0.045], [0.015, -0.005, 0.011], [-0.035, 0.046, -0.035], [0.030, -0.046, 0.005], [0.042, 0.048, 0.007], [-0.026, -0.017, -0.030], [-0.005, 0.027, -0.012], [-0.007, -0.007, -0.045], [-0.005, -0.005, -0.025], [0.037, -0.015, 0.016], [-0.004, 0.031, 0.006], [0.051, 0.037, 0.027], [0.030, 0.029, 0.029], [0.003, -0.050, 0.014], [-0.011, 0.003, -0.031], [-0.022, -0.036, -0.026], [0.021, 0.045, -0.008], [0.015, -0.033, -0.022], [-0.005, 0.044, -0.014], [0.003, 0.045, -0.012], [-0.035, -0.001, 0.006], [0.004, -0.035, -0.038], [-0.036, -0.024, -0.025], [-0.028, -0.044, -0.042], [-0.021, 0.040, 0.069], [-0.035, -0.003, 0.044]], "multiplicity": 2, "homo_ev": [-5.12, -5.09], "total_energy_ha": -4046.6800, "s_squared": 1.2189, "lumo_energy_ha": [0.02103, 0.05701], "orbital_gap_ha": [0.2090, 0.2441], "max_force_ev_per_a": 1.16, "total_charge": -1}